# CHFN5

A gas-phase ion, CHFN5 (charge -1) at a distorted geometry (ωB97M-V/def2-TZVPD, the Open Molecules 2025 dataset).

Geometry as XYZ:
```
8
Properties=species:S:1:pos:R:3:nbo_charge:R:1
F 2.182 -1.201 0.560 -0.339
N -0.980 -0.823 -0.516 -0.348
N 1.390 -0.296 -0.380 -0.200
N -0.434 1.035 0.500 -0.384
N -1.792 0.978 0.320 -0.184
N -2.084 -0.167 -0.275 -0.149
C -0.005 -0.088 -0.019 0.274
H 1.724 0.563 -0.190 0.331
```

Summary:
HOMO-LUMO gap	9.81	eV
HOMO	-5.25	eV
net charge	-1
E	-11219.351	eV

***

# C43H100NO21P5

5 unconnected molecules or ions with the total composition C43H100NO21P5 at a distorted geometry (ωB97M-V/def2-TZVPD, the Open Molecules 2025 dataset).

Geometry as XYZ:
```
170
Properties=species:S:1:pos:R:3:lowdin_charge:R:1
P -5.947 4.194 1.099 0.721
P 3.199 -5.126 2.416 0.712
P -2.132 -7.225 -0.724 0.637
P -1.366 9.777 1.915 0.710
P 10.337 0.266 2.482 0.717
O -5.073 -7.304 -1.203 0.090
O 8.875 1.018 2.276 -0.228
O -1.780 10.575 3.368 -0.199
O -0.500 -6.681 -0.845 -0.160
O 9.447 -0.886 3.386 -0.209
O 2.393 -5.184 1.114 -0.261
O 10.208 -0.814 1.221 -0.226
O -2.988 9.461 1.714 -0.215
O -0.875 9.036 0.667 -0.250
O -2.837 -6.562 0.692 -0.164
O -1.337 11.297 1.260 -0.226
O 4.456 -6.100 1.922 -0.213
O 11.175 1.289 1.710 -0.244
O 2.322 -6.266 3.236 -0.220
O -7.594 4.320 1.306 -0.216
O -6.280 3.910 -0.554 -0.201
O -2.206 -8.753 -0.559 -0.303
O 4.036 -4.927 3.894 -0.198
O -5.829 2.546 1.209 -0.225
O -4.850 -8.027 -3.356 -0.029
O -5.575 4.491 2.555 -0.250
N -2.969 -6.732 -2.199 -0.097
C -4.996 -7.117 -4.503 -0.156
C -5.328 -2.707 -3.834 -0.214
C -1.146 11.463 -1.145 -0.078
C -6.030 -4.751 -5.302 -0.201
C -8.161 5.424 2.000 -0.291
C -6.570 -3.368 -4.633 -0.183
C 6.316 -5.016 0.802 -0.080
C -3.839 7.404 2.683 -0.072
C -5.635 6.117 -1.384 -0.078
C 2.213 -2.832 -2.517 -0.221
C -8.573 6.524 1.038 -0.080
C 8.811 2.431 2.118 -0.301
C -2.391 -4.569 -3.422 -0.080
C -3.996 -0.500 -3.572 -0.203
C 11.312 -1.767 4.699 -0.084
C 5.087 -5.896 0.664 -0.291
C 8.767 2.800 0.646 -0.076
C 3.369 -3.599 -3.354 -0.264
C 11.351 -1.198 0.467 -0.294
C 5.156 -4.067 3.979 -0.301
C -4.950 1.951 2.158 -0.302
C -3.737 0.612 -2.446 -0.201
C 1.290 -1.882 -3.432 -0.197
C -0.444 11.603 0.194 -0.302
C -4.335 -7.351 -2.226 -0.432
C 4.682 -2.689 -3.594 -0.141
C 0.831 -7.652 1.933 -0.070
C -1.046 8.823 4.908 -0.085
C -5.704 1.590 3.427 -0.074
C 0.957 -6.490 2.902 -0.299
C -3.446 8.147 1.419 -0.298
C -5.480 -1.125 -3.583 -0.190
C -3.197 -5.221 -2.203 -0.235
C -6.632 4.978 -1.414 -0.295
C -2.906 0.113 -1.168 -0.213
C -1.601 -0.759 -1.493 -0.215
C 11.963 -2.477 1.010 -0.082
C -6.138 -6.012 -4.308 -0.164
C 0.848 -0.549 -2.602 -0.187
C -2.106 9.838 4.531 -0.300
C 10.070 -2.056 3.882 -0.304
C 4.871 -2.667 3.475 -0.079
C -0.735 -0.257 -2.747 -0.207
H 8.880 3.878 0.512 0.077
H 11.785 -2.701 5.010 0.086
H 6.034 -4.004 1.104 0.062
H -3.260 -1.368 -3.575 0.061
H 12.105 -0.410 0.431 0.102
H -4.941 -4.685 -5.643 0.095
H 4.406 -5.472 -0.075 0.095
H -0.188 -7.726 1.548 0.052
H -0.910 -0.884 -0.589 0.106
H -4.779 0.924 -2.052 0.108
H 1.516 -7.560 1.088 0.075
H -3.248 1.574 -2.830 0.104
H 4.108 -2.187 4.092 0.084
H -6.214 -5.590 -3.241 0.106
H -6.006 -0.848 -2.609 0.110
H -0.520 -5.790 -0.422 0.063
H -7.696 6.960 0.553 0.062
H -1.679 10.514 -1.231 0.070
H 12.370 -2.314 2.011 0.062
H -2.352 -5.724 0.910 0.071
H -4.101 2.605 2.366 0.104
H -4.339 -5.084 -2.283 0.099
H -7.642 5.318 -1.185 0.095
H -0.106 9.324 5.153 0.083
H 1.413 0.316 -3.112 0.108
H 0.501 -5.580 2.502 0.093
H 9.338 -2.561 4.519 0.122
H 2.933 -3.859 -4.391 0.107
H -1.979 -1.825 -1.745 0.088
H -7.368 -3.661 -3.849 0.118
H -2.530 1.071 -0.635 0.112
H -6.398 0.768 3.234 0.077
H -4.543 1.041 1.708 0.104
H 0.452 10.979 0.246 0.102
H -4.659 5.782 -1.745 0.087
H -3.085 9.375 4.412 0.096
H -6.682 -4.968 -6.228 0.111
H 1.590 -3.653 -2.000 0.101
H -0.431 11.537 -1.968 0.076
H -2.208 10.560 5.347 0.125
H -5.012 1.284 4.215 0.077
H 0.369 -2.417 -3.856 0.097
H -7.019 -2.667 -5.417 0.109
H -2.707 7.569 0.861 0.103
H 12.041 -1.179 4.133 0.064
H 5.473 -3.397 -4.047 0.072
H -9.050 5.052 2.518 0.120
H -1.895 12.250 -1.263 0.075
H -5.273 -7.795 -5.391 0.145
H 11.013 -1.372 -0.558 0.120
H 7.814 2.493 0.208 0.076
H -9.233 6.135 0.261 0.077
H -6.306 2.423 3.796 0.072
H -5.171 -3.183 -2.798 0.110
H 12.778 -2.813 0.366 0.079
H 1.130 -0.628 -1.485 0.102
H 11.217 -3.271 1.071 0.075
H 5.435 -4.011 5.035 0.125
H -3.860 0.033 -4.590 0.120
H 7.000 -5.416 1.553 0.075
H 7.896 2.779 2.606 0.114
H -1.285 -4.851 -3.290 0.085
H 9.644 2.919 2.630 0.103
H -3.951 -6.700 -4.712 0.110
H 4.497 -2.675 2.446 0.063
H -3.532 -0.441 -0.380 0.106
H 4.451 -1.807 -4.302 0.074
H 1.082 -8.590 2.433 0.083
H -4.279 6.436 2.436 0.035
H 3.683 -4.594 -2.867 0.098
H 10.276 -2.740 3.058 0.093
H -1.077 -0.852 -3.676 0.095
H -7.487 5.825 2.758 0.102
H -7.150 -6.527 -4.503 0.127
H 5.779 -2.060 3.510 0.083
H 0.422 -6.729 3.825 0.118
H -0.838 8.131 4.085 0.063
H -5.977 6.937 -2.019 0.090
H -4.394 -2.955 -4.466 0.091
H -4.564 7.978 3.263 0.082
H 5.144 -2.311 -2.611 0.071
H 9.547 2.294 0.073 0.071
H -2.811 -4.938 -4.417 0.065
H 11.057 -1.191 5.592 0.084
H -2.909 -4.735 -1.199 0.114
H -9.095 7.321 1.571 0.080
H -5.488 6.501 -0.369 0.044
H -4.327 8.253 0.779 0.106
H 2.718 -2.193 -1.700 0.104
H 6.006 -4.517 3.465 0.095
H 1.940 -1.569 -4.330 0.105
H -1.368 8.244 5.776 0.086
H -0.991 0.834 -2.965 0.107
H -6.671 4.569 -2.428 0.126
H 6.846 -4.947 -0.150 0.078
H 5.393 -6.881 0.298 0.121
H -0.114 12.638 0.323 0.115
H -2.418 -3.414 -3.412 0.052
H -6.089 -0.667 -4.450 0.111
H -2.964 7.226 3.313 0.067
```

Summary:
HOMO-LUMO gap	8.46	eV
HOMO	-10.13	eV
E	-137139.111	eV
structure (SMILES)	CCCCCCCCCCCCCCCCOC(=O)N(CC)P(=O)(O)O.CCOP(=O)(OCC)OCC.CCOP(=O)(OCC)OCC.CCOP(=O)(OCC)OCC.CCOP(=O)(OCC)OCC